Record 1
Formula: C31H41Cl5OPV
Source: OMol25
Level of theory: ωB97M-V/def2-TZVPD

XYZ file:
```
80
Properties=species:S:1:pos:R:3
V -1.29 0.23 0.28
Cl 0.66 5.59 -1.55
Cl -0.84 2.90 -2.04
Cl 0.37 1.25 2.89
Cl 1.96 6.13 1.28
Cl 1.44 4.03 3.59
P 3.96 2.50 0.47
O 0.23 -1.03 -0.18
C 1.12 4.64 0.96
C 0.54 -2.39 2.79
C 0.41 -2.32 -0.45
C -3.86 -1.38 -1.61
C -3.93 1.85 -1.39
C -3.23 1.21 0.98
C 1.08 -3.14 0.48
C 2.58 -1.50 1.41
C -2.92 0.03 3.19
C -3.46 -0.60 -0.41
C 1.64 -2.66 1.73
C -0.70 -1.97 -2.70
C -0.01 -2.86 -1.70
C 3.85 3.21 -1.19
C 0.46 -4.10 -2.04
C 0.17 -1.09 -3.52
C 1.16 -4.91 -1.17
C 1.38 -4.47 0.12
C -0.04 3.12 -0.46
C 5.14 3.74 1.05
C -1.59 -2.85 -3.69
C -2.99 -2.56 1.22
C 0.56 4.39 -0.29
C -0.14 2.08 0.44
C 1.03 3.64 2.00
C -3.13 2.67 1.46
C 5.08 1.07 0.11
C -3.49 0.82 -0.35
C -2.99 0.02 1.70
C -3.08 -1.07 0.87
C 0.46 2.41 1.66
H -2.28 -3.49 -3.12
H 2.22 -3.43 2.15
H 6.03 1.43 -0.31
H -0.05 -1.60 2.34
H 0.75 -1.62 -4.19
H 5.35 3.62 2.10
H -3.18 -2.22 -1.78
H 5.44 0.48 0.96
H -2.06 -2.76 1.78
H -0.94 -3.45 -4.29
H 4.79 3.19 -1.71
H -2.20 -2.23 -4.41
H 4.60 0.45 -0.65
H 0.24 -4.54 -3.02
H -2.45 -0.95 3.46
H 6.09 3.68 0.47
H -3.77 -2.88 1.97
H -5.01 1.87 -1.43
H 0.78 -0.61 -2.75
H -0.13 -3.25 2.97
H -0.46 -0.45 -4.06
H -3.92 -0.01 3.61
H 2.01 -5.05 0.75
H -2.29 0.80 3.60
H -3.51 2.81 -1.10
H -1.49 -1.34 -2.15
H -4.07 3.08 1.76
H -3.63 1.59 -2.44
H 4.68 4.72 0.91
H -4.85 -1.85 -1.41
H -2.47 2.77 2.31
H -2.99 -3.24 0.36
H -3.88 -0.70 -2.51
H 3.45 4.25 -1.17
H -2.59 3.18 0.65
H 2.13 -0.59 1.04
H 3.30 -1.85 0.68
H 3.11 -1.27 2.33
H 0.96 -1.99 3.72
H 1.62 -5.82 -1.57
H 3.06 2.62 -1.75
```

Results
⟨S²⟩ = 3.766
net charge = -1
lowest unoccupied orbital energy (alpha / beta) = 2.505 / 2.505 eV
electronic energy = -132450.664 eV
orbital gap (alpha / beta) = 6.2 / 7.2 eV
energy relative to the best compared isomer or geometry (same formula, charge and spin) = 0.000 eV
spin multiplicity = 4

=====

Record 2
Formula: C31H41Cl8F3O3
Source: OMol25
Level of theory: ωB97M-V/def2-TZVPD

XYZ file:
```
86
Properties=species:S:1:pos:R:3
Cl -1.78 2.96 4.57
Cl 1.75 -2.40 -2.87
Cl -3.22 -0.89 4.80
Cl -2.89 -0.62 1.88
Cl 2.04 -0.83 -5.37
Cl 1.78 -3.40 4.29
Cl -1.03 0.07 4.21
Cl 2.96 -0.73 3.80
F -1.86 4.50 -2.16
F 0.51 0.06 3.23
F 6.88 -0.31 2.55
O -0.51 -2.05 -2.28
O 2.21 -3.54 1.56
O -4.51 -0.14 -0.75
C -3.22 1.79 -4.35
C -0.67 0.41 1.23
C 3.90 2.12 0.88
C -2.46 0.73 -3.90
C 0.58 0.41 -0.81
C 0.56 0.19 1.93
C -2.99 3.05 -3.74
C -2.09 3.25 -2.70
C -3.39 -1.69 3.27
C -4.70 1.06 -0.68
C 5.91 0.52 1.98
C -1.28 2.12 -2.36
C -6.11 1.60 -0.61
C 3.69 -2.68 -0.12
C 4.39 -2.86 2.33
C 1.65 -1.87 3.48
C 4.48 1.09 0.15
C 1.79 0.11 -0.09
C -1.38 1.72 3.41
C 1.78 0.13 1.27
C 1.48 -0.88 -3.70
C -3.50 2.01 -0.79
C -2.37 -1.03 -1.12
C 3.24 -3.05 1.30
C -0.63 0.61 -0.15
C 5.29 1.54 2.69
C 4.30 2.37 2.14
C -1.75 -1.89 -2.18
C -2.66 -2.58 -3.12
C 5.55 0.30 0.68
C -1.45 0.90 -2.92
H 0.40 -0.72 -3.74
H -0.87 0.00 -2.74
H 3.22 -3.35 -0.83
H -2.42 -0.06 -1.61
H -2.73 1.30 -1.09
H 5.53 1.70 3.73
H 4.07 -2.94 3.37
H -3.53 3.94 -4.02
H -0.63 2.39 -1.55
H 2.72 0.02 1.80
H 0.74 0.44 -1.87
H 4.13 0.88 -0.85
H -6.32 1.90 -1.64
H 2.71 -0.07 -0.63
H 3.83 3.09 2.81
H -3.35 2.56 0.14
H 0.72 -1.33 3.69
H -1.64 0.56 1.67
H 5.24 -3.54 2.30
H -1.70 -0.78 -0.30
H -3.57 2.79 -1.55
H -6.11 2.50 0.00
H 1.94 -0.07 -3.15
H -6.83 0.88 -0.22
H -0.50 2.09 2.89
H -1.57 0.84 -0.63
H -2.81 -2.61 3.24
H -2.19 -3.52 -3.43
H 4.86 -1.90 2.15
H 1.64 -2.01 2.40
H 3.12 2.75 0.50
H -4.40 -2.00 3.01
H 3.43 -1.64 -0.32
H 6.08 -0.45 0.12
H 4.77 -2.82 -0.22
H -2.54 -0.24 -4.37
H -3.92 1.76 -5.17
H -3.28 -1.41 -0.65
H -3.65 -2.75 -2.70
H -2.06 1.56 2.57
H -2.76 -1.95 -4.00
```

Results
net charge = 0
lowest unoccupied orbital energy = 0.248 eV
electronic energy = -147269.405 eV
orbital gap = 7.8 eV
energy relative to the best compared isomer or geometry (same formula, charge and spin) = 15.681 eV

=====

Record 3
Formula: C31H41CuN7O2Te
Source: OMol25
Level of theory: ωB97M-V/def2-TZVPD

XYZ file:
```
83
Properties=species:S:1:pos:R:3
Te 0.11 0.51 -1.42
Cu -1.01 -1.50 0.92
O -0.95 5.19 0.08
O -2.02 -0.41 -2.62
N -0.64 -1.33 -1.06
N 1.05 5.08 1.17
N -2.45 -2.97 4.34
N -1.00 0.41 1.72
N -1.76 -2.63 2.35
N -2.08 -3.93 2.50
N -2.48 -4.15 3.69
C -1.73 -1.35 -1.86
C -1.99 -2.05 3.50
C 3.95 -0.50 0.62
C -4.38 -2.46 5.83
C 2.21 2.78 -1.50
C 1.88 -0.46 -5.33
C 0.53 1.48 -5.60
C -2.58 -2.59 -1.82
C 0.19 1.00 2.07
C 0.16 1.44 -4.26
C -4.64 -1.08 5.25
C 2.66 -0.67 0.11
C 1.55 -0.55 -3.98
C 2.10 -1.69 -3.17
C 0.50 2.31 1.84
C 2.79 1.59 -0.78
C -2.91 -2.86 5.72
C 0.69 0.43 -3.46
C 1.98 -1.97 0.41
C -0.18 4.53 0.79
C -1.95 1.27 1.21
C -0.81 2.46 -3.74
C -0.45 3.17 1.20
C -5.30 -3.51 5.21
C -1.72 2.59 0.94
C 4.07 1.71 -0.24
C 1.77 0.60 -7.60
C 1.40 0.55 -6.15
C 4.67 0.68 0.46
C 2.09 0.38 -0.62
C 6.06 0.81 1.01
H 2.54 -1.22 -5.75
H -5.67 -0.77 5.43
H 1.34 -2.12 -2.52
H 2.47 -2.47 -3.83
H 2.85 0.51 -7.73
H -2.91 0.83 0.98
H 1.49 2.65 2.11
H 1.31 -0.22 -8.15
H -3.62 -2.31 -1.67
H 2.90 3.62 -1.44
H 1.42 4.79 2.06
H 4.39 -1.32 1.18
H -5.14 -3.58 4.13
H 2.71 -2.72 0.71
H 6.12 0.38 2.01
H -2.73 -3.82 6.18
H 1.40 -2.36 -0.43
H 6.78 0.28 0.38
H 1.46 1.53 -8.06
H 1.27 3.11 -1.04
H 0.13 2.27 -6.23
H 4.60 2.64 -0.37
H -1.70 1.97 -3.33
H -1.82 -1.00 3.71
H -6.34 -3.25 5.38
H -2.26 -3.29 -1.05
H 2.03 2.57 -2.56
H 2.93 -1.36 -2.54
H -2.50 3.20 0.51
H 6.36 1.86 1.06
H -3.99 -0.32 5.68
H -0.38 3.08 -2.95
H -4.50 -1.07 4.16
H 0.93 0.35 2.51
H 1.07 6.08 1.03
H -5.12 -4.50 5.63
H -2.51 -3.08 -2.80
H -2.27 -2.11 6.21
H -4.58 -2.42 6.91
H 1.28 -1.85 1.25
H -1.13 3.13 -4.54
```

Results
⟨S²⟩ = 0.763
net charge = 0
lowest unoccupied orbital energy (alpha / beta) = 0.339 / 0.325 eV
electronic energy = -99270.148 eV
orbital gap (alpha / beta) = 5.1 / 8.3 eV
energy relative to the best compared isomer or geometry (same formula, charge and spin) = 0.000 eV
spin multiplicity = 2